{
  "formula": "C28H43Cl2N2PRu",
  "method": "ωB97M-V with the def2-TZVPD basis set",
  "gap_ev": [3.89, 4.56],
  "spin_multiplicity": 6,
  "charge": -1,
  "de_lowest_kcal_mol": 74.0,
  "lumo_energy_ev": [2.67, 0.72],
  "energy_ev": -69626.3768,
  "homo_ev": [-1.2, -3.8],
  "s_squared": 8.80,
  "symbols": ["H", "H", "H", "Ru", "H", "C", "H", "H", "H", "C", "C", "H", "C", "C", "C", "H", "C", "C", "Cl", "C", "C", "P", "H", "C", "C", "H", "C", "H", "C", "H", "C", "H", "H", "H", "H", "H", "H", "H", "C", "C", "C", "H", "C", "H", "Cl", "H", "N", "C", "C", "H", "H", "C", "H", "C", "H", "H", "H", "H", "H", "H", "H", "H", "C", "H", "H", "H", "C", "H", "C", "C", "H", "N", "C", "H", "H", "H", "H"],
  "coordinates": [[-0.0200, -2.1757, -2.5558], [-3.3481, 0.0822, -3.5878], [1.1870, -4.6675, -2.8510], [-0.0343, 0.0913, 3.1529], [4.6533, 1.5831, -3.4010], [1.6563, -0.1547, -1.5658], [1.0786, 1.8749, -2.0217], [-0.3246, -5.6695, -0.3878], [-0.8450, 6.5373, 2.3527], [3.5897, 1.3901, -3.2236], [-0.0068, 4.5753, 2.0502], [-0.9743, -0.6834, -3.5919], [-2.9170, 2.0488, -1.4653], [-1.4863, -4.5372, -1.8135], [-0.0573, -2.4362, -1.4839], [-1.6614, -1.7961, 4.9020], [-0.7358, 5.5356, 2.7705], [-2.9552, 2.1344, -2.9952], [-2.1411, -0.7622, 2.7704], [-0.4314, -2.2221, 6.6025], [-1.4045, -3.1271, -1.2029], [0.1229, -0.7635, -0.6161], [-2.2926, 2.9421, -3.3359], [1.2356, -0.9286, 5.8423], [-1.2957, 5.2223, 4.0272], [-0.7989, 2.1539, -1.0949], [0.1362, 3.2934, 2.5770], [4.0525, -0.7109, -2.9803], [-0.2858, -5.4168, -1.4559], [-1.5737, -4.4663, -2.9075], [-1.1537, 3.9438, 4.5462], [-0.6429, 1.4296, 5.2994], [-0.3488, -6.3634, -2.0028], [0.4650, 4.8122, 1.0946], [2.4325, -0.6649, -0.9672], [1.7509, -1.5923, -3.2168], [-2.3942, 1.0083, -4.7431], [1.8739, -5.3255, -1.3705], [1.8942, -0.5186, -3.0407], [3.2219, 1.8128, -1.7981], [1.8104, 1.3547, -1.3842], [2.0647, -2.8299, -1.5238], [-0.4017, 1.5435, 4.2119], [1.2538, -3.3896, -0.0513], [2.2200, 0.2272, 2.7119], [1.6107, 1.6613, -0.3468], [-0.7682, -1.7179, 5.4108], [-0.4821, 2.9455, 3.7875], [0.8434, -1.7514, 6.9055], [-3.9595, 2.4144, -3.3328], [-1.5669, -3.1758, -0.1120], [1.1535, -3.3198, -1.1482], [-2.2225, -2.5251, -1.6258], [-1.2806, 0.0956, -1.5681], [-2.4083, -5.0060, -1.4573], [-3.7760, 1.4523, -1.1263], [3.9570, 1.3796, -1.1053], [3.2906, 2.9025, -1.7076], [1.1679, -0.0055, -3.6843], [0.7700, 2.5371, 2.0965], [-1.0899, -2.8693, 7.1634], [2.1346, -0.3330, 5.6984], [3.3007, -0.0919, -3.4909], [-1.8283, 5.9854, 4.5945], [-1.6935, 1.3283, 0.1816], [-1.5351, 3.7062, 5.5436], [-1.2277, 0.2595, -3.0883], [-3.0332, 3.0553, -1.0480], [-2.5401, 0.8247, -3.6711], [1.0475, -4.7254, -1.7616], [3.3975, -0.2920, -4.5639], [0.2390, -0.9574, 4.9015], [-1.6130, 1.4379, -0.9109], [-0.4313, 0.9761, -3.3368], [1.4068, -1.9711, 7.7951], [-2.0748, -0.6222, -1.3171], [3.0435, 2.0074, -3.9506]],
  "forces_ev_per_a": [[-0.06, -0.42, 0.21], [0.15, 0.08, 0.11], [-0.06, 0.07, 0.12], [0.32, 0.02, -2.12], [-0.07, 0.04, -0.01], [-0.17, -0.42, 0.59], [0.12, -0.12, 0.12], [0.00, 0.09, -0.07], [-0.02, -0.22, 0.16], [-0.10, -0.05, -0.02], [-1.00, 4.70, -1.05], [-0.09, 0.19, 0.08], [0.03, -0.07, 0.08], [0.03, 0.15, 0.10], [0.06, 0.38, -0.16], [0.75, 0.28, -0.14], [0.61, -0.12, -0.65], [0.13, -0.01, 0.01], [-1.42, -0.59, -0.23], [0.46, 0.16, 0.18], [0.21, 0.00, 0.08], [-0.15, 0.11, -1.67], [0.06, -0.12, 0.07], [-1.87, -0.78, -1.02], [-0.06, 4.00, -2.13], [-0.10, -0.15, 0.05], [0.76, -3.63, 0.66], [-0.11, 0.09, -0.01], [0.04, 0.15, 0.10], [0.08, 0.07, 0.12], [0.83, -4.66, 1.65], [0.00, -0.30, -0.91], [0.03, 0.03, 0.06], [-0.29, 0.14, 0.25], [0.14, 0.33, -0.17], [0.17, 0.21, -0.02], [-0.07, -0.09, 0.07], [-0.01, -0.09, -0.11], [-0.04, 0.12, -0.06], [-0.06, -0.08, 0.09], [0.41, 0.25, -0.06], [-0.17, -0.20, 0.23], [-0.89, 3.60, 1.79], [-0.03, -0.04, -0.25], [1.28, 0.23, -0.33], [0.05, -0.15, -0.18], [0.81, 0.19, 0.10], [-0.36, -2.00, 1.38], [-0.16, 0.00, 0.22], [0.06, 0.01, 0.06], [0.02, -0.02, -0.26], [-0.24, -0.02, -0.02], [0.19, -0.19, 0.21], [0.05, -0.22, 0.72], [0.01, -0.06, -0.09], [0.16, 0.04, 0.04], [-0.17, 0.08, 0.00], [0.07, -0.09, 0.03], [0.22, -0.14, 0.20], [-0.26, 0.40, 0.17], [0.03, 0.08, -0.09], [-0.39, -0.27, -0.23], [-0.06, -0.13, 0.06], [0.06, -0.11, -0.26], [0.04, -0.01, -0.27], [0.11, -0.05, -0.40], [-0.04, 0.14, -0.13], [-0.11, -0.13, 0.02], [0.14, -0.12, 0.07], [0.04, 0.09, 0.09], [0.10, -0.03, 0.07], [0.71, -1.08, 2.61], [-0.37, 0.29, -0.01], [-0.19, -0.12, 0.06], [-0.01, 0.00, 0.07], [-0.27, 0.40, -0.10], [-0.07, -0.09, 0.11]]
}